1.
Entry from the Open Molecules 2025 dataset: a molecular structure, C14H21BeN3O3S2 at a distorted geometry (ωB97M-V/def2-TZVPD).

Geometry as XYZ:
```
44
Properties=species:S:1:pos:R:3
Be 1.32 -0.44 0.32
N -1.31 -1.35 3.51
C -0.61 -0.60 2.50
N -0.31 0.67 3.10
S 1.01 -1.39 2.10
H -1.54 -2.25 3.12
H -0.64 -1.51 4.26
H -1.19 1.16 3.25
H 0.23 1.19 2.42
C 1.88 -3.86 -0.43
S 2.28 -2.23 -1.23
O 2.59 -2.49 -2.64
O 3.34 -1.66 -0.45
O 1.07 -1.44 -1.03
H 2.75 -4.50 -0.49
H 1.05 -4.31 -0.97
H 1.60 -3.65 0.59
N -5.36 -0.82 -2.37
C -4.51 -0.76 -1.61
C -3.50 -0.68 -0.67
C -2.78 -1.78 -0.32
C -1.79 -1.71 0.64
C -1.49 -0.55 1.28
C -2.23 0.54 0.92
C -3.21 0.48 -0.05
H -2.97 -2.72 -0.83
H -1.21 -2.59 0.87
H -2.03 1.51 1.37
H -3.75 1.38 -0.33
C 0.70 3.49 -0.54
C 1.40 2.19 -0.95
C 0.65 1.58 -2.14
C 2.85 2.54 -1.41
C 1.46 1.22 0.23
H 0.65 4.20 -1.38
H 1.23 3.96 0.28
H -0.31 3.27 -0.22
H 0.57 2.29 -2.98
H -0.36 1.29 -1.83
H 1.14 0.71 -2.48
H 2.85 3.23 -2.28
H 3.37 1.64 -1.69
H 3.39 3.02 -0.60
H 1.72 1.75 1.17
```

Values from the calculation:
Lowest unoccupied orbital energy (eV): 5.0
Net charge: -2
Multiplicity: 1
Frontier orbital gap (eV): 3.4
Energy above the lowest of the compared OMol25 structures with the same formula, charge and spin (kJ/mol): 34.1
Calculated total energy (Eh): -1747.21950

***

2.
Entry from the Open Molecules 2025 dataset: a single C14H21BrClNO2 molecule at a distorted geometry (ωB97M-V/def2-TZVPD).

Geometry as XYZ:
```
40
Properties=species:S:1:pos:R:3
Cl 0.01 -2.14 3.45
Br 0.00 -4.00 -1.77
O 2.14 -1.96 -2.06
O 1.32 0.94 -1.84
C 1.73 -1.17 1.56
C 0.17 -2.84 0.85
C 2.21 -1.06 0.23
C 0.67 -2.03 1.83
C 0.65 -2.79 -0.44
C 1.68 -1.89 -0.78
N -1.07 0.71 -0.23
C -1.57 2.27 2.76
C -2.88 -0.55 0.73
C 2.79 -0.82 -2.69
C 1.80 0.33 -3.01
C 0.18 1.83 -2.06
C -0.44 2.01 -0.68
C -1.46 0.85 2.21
C -2.10 0.71 0.80
H 2.18 -0.61 2.42
H -0.70 -3.47 1.07
H 3.06 -0.42 -0.03
H -0.32 0.00 -0.05
H -0.99 2.94 2.13
H -2.63 2.55 2.80
H -1.22 2.31 3.81
H -3.75 -0.51 1.39
H -2.27 -1.40 0.99
H -3.25 -0.67 -0.29
H 3.21 -1.14 -3.65
H 3.66 -0.48 -2.12
H 2.30 1.09 -3.63
H 0.99 -0.15 -3.57
H -0.61 1.44 -2.73
H 0.51 2.77 -2.48
H 0.34 2.36 0.01
H -1.22 2.73 -0.74
H -0.42 0.51 2.20
H -1.96 0.22 2.93
H -2.77 1.52 0.68
```

Values from the calculation:
Lowest unoccupied orbital energy (eV): 0.8
Multiplicity: 1
Frontier orbital gap (eV): 9.1
Energy above the lowest of the compared OMol25 structures with the same formula, charge and spin (kJ/mol): 43.0
SMILES string: CC[C@H](C)NCCOCCOc1ccc(Cl)cc1Br
Calculated total energy (Eh): -3785.46141

***

Number 1 is which compound? C14H21BeN3O3S2